# 1
ORCA calculation (ωB97M-V/def2-TZVPD) on a 2-piece molecular cluster, CH4INO overall at a distorted geometry.

Last column: Löwdin charge in e.
Geometry (Å):
I  -3.6696  0.0075  -0.2768  0.3163
O  1.7138  1.6760  -0.5795  -0.1386
N  1.7947  0.4252  -0.2543  -0.2287
C  1.0395  -0.2972  0.4938  0.0369
H  2.6637  0.0498  -0.7673  0.1925
H  -5.1288  -0.7300  -0.4919  -0.3208
H  1.3037  -1.2745  0.7330  0.0518
H  0.2830  0.1431  1.1430  0.0905

E: -12737.075 eV
Total charge: 0
Maximum force: 3.20 eV/Å
Gap between HOMO and LUMO (alpha / beta): 9.61 / 9.61 eV
Multiplicity: 1

=====

# 2
ORCA calculation (ωB97M-V/def2-TZVPD) on a 2-piece molecular cluster, C21H35N2O7 overall at a distorted geometry.

Last column: Löwdin charge in e.
Geometry (Å):
O  -0.3633  -0.0923  -2.4799  0.0750
O  -2.0841  -0.4957  2.6402  -0.0102
O  1.4965  3.0928  -0.2894  -0.0075
O  1.5242  1.8416  2.0021  0.0531
O  1.8732  0.0392  -2.9389  -0.0149
O  -0.7516  3.0996  -0.5338  0.0671
O  2.2824  -0.2301  1.4027  -0.0685
N  0.2947  1.0652  -0.1548  0.0613
N  1.2217  0.5289  -0.8640  0.0789
C  -3.8127  -1.0555  -0.6826  -0.1987
C  -3.8399  0.3723  -0.0936  -0.1919
C  2.7226  0.1761  -5.1878  -0.0839
C  0.3183  -2.7350  2.0314  -0.1887
C  1.4948  4.5272  0.0289  -0.1853
C  -1.5150  -3.1301  0.3000  -0.2130
C  0.7876  0.1227  -2.1500  -0.5209
C  0.0935  -0.1462  1.9481  -0.0153
C  1.6606  -0.4457  -4.3022  -0.2105
C  -1.9530  1.4421  1.3768  -0.1070
C  -2.4734  1.0644  -0.0268  -0.1935
C  0.3049  2.4961  -0.3558  -0.4711
C  1.9152  4.7186  1.4553  -0.0773
C  4.2238  -0.8636  0.2685  -0.0745
C  3.4696  0.3244  0.8055  -0.2364
C  0.4754  -1.3888  2.7206  -0.1541
C  -1.1183  -3.1951  1.7688  -0.2160
C  -1.2917  0.2480  2.0264  -0.3302
C  -3.8883  -2.1556  0.3892  -0.2140
C  1.3232  0.6635  1.7478  -0.5125
C  -3.0099  -3.3698  0.0747  -0.2215
H  0.9031  -2.7396  1.0956  0.1153
H  -0.1421  -1.3665  3.6284  0.1264
H  3.6628  -1.3179  -0.5585  0.0737
H  1.7435  -1.5390  -4.2470  0.1221
H  3.1569  0.9901  -0.0082  0.0998
H  3.7001  0.2307  -4.6953  0.0775
H  1.6404  5.7295  1.7685  0.0729
H  -4.2866  0.3701  0.9096  0.1028
H  -3.3383  -4.2043  0.7041  0.1016
H  -1.1983  -2.1767  -0.1474  0.1090
H  -3.1663  -3.6543  -0.9714  0.1026
H  2.8384  -0.3623  -6.1288  0.0673
H  1.4291  4.0052  2.1241  0.0654
H  -2.9312  -1.1980  -1.3280  0.1016
H  1.5333  -1.3230  3.0054  0.1138
H  0.6671  -0.1583  -4.6677  0.1161
H  -4.9313  -2.4962  0.4773  0.1021
H  0.4697  4.8726  -0.1263  0.1095
H  -1.2750  2.2850  1.3054  0.0865
H  4.3714  -1.6209  1.0496  0.0758
H  2.4030  1.1782  -5.4862  0.0732
H  -1.7233  0.4478  -0.5497  0.0786
H  2.9957  4.6124  1.5616  0.0765
H  0.7659  -3.4623  2.7268  0.1023
H  -4.4697  0.9829  -0.7584  0.0952
H  2.1862  4.9809  -0.6866  0.1181
H  5.1922  -0.5297  -0.1139  0.0698
H  -1.8193  -2.6180  2.3863  0.0939
H  -3.6138  -1.7387  1.3703  0.0896
H  -0.9566  -3.9012  -0.2504  0.1077
H  -2.5016  1.9831  -0.6318  0.0977
H  -4.6953  -1.1678  -1.3326  0.0971
H  -2.8023  1.7547  1.9818  0.1151
H  4.0220  0.8758  1.5777  0.1219
H  -1.2108  -4.2440  2.0883  0.1042

E: -39653.771 eV
Total charge: -1
Maximum force: 3.56 eV/Å
Gap between HOMO and LUMO: 5.34 eV
Multiplicity: 1

=====

# 3
ORCA calculation (ωB97M-V/def2-TZVPD) on a 2-piece molecular cluster, C4H11NS overall at a distorted geometry.

Last column: Löwdin charge in e.
Geometry (Å):
S  -1.1406  0.4247  2.8727  0.6460
N  3.1800  -2.7376  -3.2224  0.0325
C  2.9050  -0.3563  -3.2571  -0.0451
C  3.6708  -1.4445  -3.2024  -0.3041
C  -3.4201  2.1871  2.8907  -0.1730
C  -2.8853  0.8215  2.4799  -0.6230
H  3.2542  0.6675  -3.2388  0.0324
H  -3.1540  2.9788  2.1915  0.0675
H  4.7441  -1.4102  -3.0701  0.1001
H  -1.1476  0.2179  4.2197  -0.1486
H  3.8338  -3.4289  -3.4976  0.0663
H  -4.4950  2.1719  3.0392  0.0653
H  2.2178  -2.9529  -3.1038  0.0786
H  -3.4665  0.0357  2.9490  0.0519
H  -2.9722  2.5057  3.8343  0.0606
H  -2.9458  0.6642  1.4088  0.0532
H  1.8215  -0.3446  -3.2936  0.0396

E: -16650.655 eV
Total charge: 0
Maximum force: 1.08 eV/Å
Gap between HOMO and LUMO: 9.07 eV
Multiplicity: 1

=====

# 4
ORCA calculation (ωB97M-V/def2-TZVPD) on a 6-piece molecular cluster, C8H29NO6 overall at a distorted geometry.

Last column: Löwdin charge in e.
Geometry (Å):
O  0.9574  -3.5644  -0.4982  -0.0720
O  2.5842  -3.6171  2.7805  -0.0330
O  -0.0574  -2.7720  2.5460  -0.0630
O  -1.5941  -2.3836  5.0902  -0.1002
O  -1.5210  -2.4545  -0.8508  -0.1143
O  2.4358  0.4359  2.9380  -0.1771
N  -0.3548  0.6901  5.3278  0.0341
C  -0.6682  -4.5237  5.5720  -0.0937
C  -2.3849  -4.6429  -0.6217  -0.0787
C  1.0408  0.5189  4.8435  -0.4140
C  2.5557  0.0787  1.5698  -0.1136
C  1.0520  0.5064  3.3428  -0.1927
C  -2.7471  -3.1721  -0.6688  -0.2763
C  -1.7913  -3.5665  5.8043  -0.3333
C  1.5337  -0.7778  5.4715  -0.0654
H  1.6392  -0.6451  6.5486  0.0766
H  1.7516  -0.5768  1.2213  0.0649
H  0.8322  -3.1534  2.6331  0.0009
H  -0.9440  -5.4387  6.1098  0.0751
H  2.8283  -4.5062  3.0537  0.0617
H  -1.1118  -2.5598  4.2747  0.0300
H  -1.7582  -4.9573  -1.4549  0.0808
H  0.8876  -1.6185  5.2257  0.0578
H  1.6792  -2.9751  -0.7328  0.0257
H  -0.3749  -4.7398  4.5475  0.0720
H  -0.9981  -0.0203  4.9995  0.0473
H  3.3150  -3.3191  2.2323  0.0563
H  2.4470  0.9283  0.8869  0.0837
H  0.1473  -3.0812  -0.7446  -0.0116
H  0.6324  1.4767  3.0570  0.1270
H  -2.7024  -4.0317  5.3992  0.1057
H  -0.0210  -2.2542  1.7382  0.0167
H  0.2489  -4.2882  6.1214  0.0741
H  3.5391  -0.3695  1.4385  0.0856
H  -3.2683  -5.2795  -0.5526  0.0761
H  -1.5568  -1.4999  -0.9411  0.0989
H  0.4711  -0.2868  2.8729  0.1016
H  -1.8400  -4.9017  0.2882  0.0765
H  -3.1802  -2.8212  0.2707  0.1121
H  1.6689  1.3246  5.2233  0.1383
H  -2.0887  -3.3183  6.8238  0.1172
H  -3.4947  -2.9447  -1.4310  0.1091
H  -0.3544  0.5397  6.3285  0.0615
H  2.5290  -1.0253  5.0890  0.0716

E: -22540.257 eV
Total charge: 0
Maximum force: 2.60 eV/Å
Gap between HOMO and LUMO: 8.73 eV
Multiplicity: 1

=====

# 5
ORCA calculation (ωB97M-V/def2-TZVPD) on C5H12O as an isolated structure.

Last column: Löwdin charge in e.
Geometry (Å):
O  -0.1506  -0.8656  -0.3938  -0.2766
C  0.5377  0.5124  -0.1991  -0.3959
C  1.9503  0.1938  0.2103  -0.0960
C  -0.7133  0.0092  -1.7268  0.0109
C  -0.2011  1.3116  0.8383  -0.1200
C  -0.9930  -1.4816  0.5855  -0.0629
H  2.4651  -0.4269  -0.5327  0.0704
H  0.3024  2.2811  0.9085  0.0825
H  -1.2475  1.5215  0.5710  0.0701
H  2.5118  1.1295  0.3099  0.0762
H  -1.7246  -0.7772  0.9911  0.0857
H  -1.5106  -0.7351  -1.9240  0.0746
H  -0.1954  0.8734  1.8552  0.0772
H  -1.1711  0.9957  -1.6634  0.0647
H  -0.3816  -1.8756  1.4031  0.0971
H  0.0291  -0.0213  -2.5155  0.0746
H  -1.5106  -2.3130  0.0981  0.0919
H  2.0031  -0.3319  1.1842  0.0754

E: -7421.397 eV
Total charge: 0
Maximum force: 0.58 eV/Å
Gap between HOMO and LUMO: 7.35 eV
Multiplicity: 1

=====

What did we get for relative energy (zero: lowest compared OMol25 entry of this formula, charge and spin)? Answer: 23.7, 77.0, 26.2, 10.2, 136.4 kcal per mole, in the order shown.